# 1
The following is a quantum chemistry calculation of an isolated molecule of C4H9NO2 at a distorted geometry, from the Open Molecules 2025 dataset.

Element x y z (Å)
N -1.184 -0.677 -1.751
C -1.307 0.186 -0.504
C -0.530 -0.527 0.687
C 1.001 -0.493 0.699
C 1.589 0.785 0.134
O 2.388 0.867 -0.758
O 0.970 1.880 0.653
H -1.898 -1.404 -1.646
H -0.396 -1.272 -1.494
H -0.773 1.105 -0.715
H -2.347 0.304 -0.220
H -0.935 0.010 1.545
H -0.861 -1.553 0.911
H 1.363 -0.439 1.743
H 1.398 -1.407 0.279
H 1.522 2.635 0.438

Cartesian forces (eV/Å) of the 6 atoms listed first:
N -0.4 -0.4 1.3
C 1.9 -2.5 -0.3
C -1.6 1.2 0.6
C 0.1 0.7 0.8
C -0.9 -0.5 -1.2
O 0.4 0.0 0.4

Computed properties:
Gap between HOMO and LUMO ... 10.274 eV
SMILES string ... NCCCC(=O)O
Spin multiplicity ... 1
Energy relative to the best compared isomer or geometry (same formula, charge and spin) ... 121.19 kJ/mol


# 2
The following is a quantum chemistry calculation of an isolated molecule of C4H9NO2 at a distorted geometry, from the Open Molecules 2025 dataset.

Element x y z (Å)
O 1.841 1.488 -2.271
C 1.754 0.274 -1.958
C 0.529 -0.279 -1.444
C 0.442 -0.487 0.141
N -0.951 -0.131 0.484
C -1.348 0.241 1.827
O -1.817 -0.821 2.736
H 2.656 -0.383 -2.093
H 0.471 -1.312 -1.856
H -0.340 0.353 -1.574
H 0.976 0.291 0.639
H 0.780 -1.496 0.424
H -1.758 -0.543 -0.073
H -2.204 0.874 1.602
H -0.613 0.841 2.319
H -1.772 -1.541 2.108

Cartesian forces (eV/Å) of the 6 atoms listed first:
O 0.0 -3.4 0.8
C 1.7 4.3 -1.2
C -0.9 -2.3 1.9
C -1.3 0.2 -1.1
N -0.9 -1.2 0.2
C -1.6 -0.1 -1.0

Computed properties:
Gap between HOMO and LUMO ... 10.115 eV
SMILES string ... O=CCCNCO
Spin multiplicity ... 1
Energy relative to the best compared isomer or geometry (same formula, charge and spin) ... 273.41 kJ/mol


# 3
The following is a quantum chemistry calculation of an isolated molecule of C4H9NO2, from the Open Molecules 2025 dataset.

Element x y z (Å)
C -0.120 2.048 -1.479
N -0.249 0.816 -0.730
C -0.835 0.860 0.389
O -0.996 -0.180 1.209
C -0.551 -1.465 0.742
C 0.945 -1.678 0.890
O 1.748 -0.872 0.070
H 0.923 2.384 -1.441
H -0.374 1.866 -2.527
H -0.763 2.857 -1.101
H -1.282 1.761 0.820
H -1.088 -2.182 1.368
H -0.867 -1.589 -0.299
H 1.216 -1.514 1.944
H 1.131 -2.743 0.675
H 1.163 -0.370 -0.530

Cartesian forces (eV/Å) of the 6 atoms listed first:
C 0.0 0.2 -0.1
N -0.2 0.0 0.4
C 0.1 0.2 -0.3
O 0.0 0.1 0.0
C 0.1 -0.1 -0.1
C -0.2 -0.3 0.3

Computed properties:
Gap between HOMO and LUMO ... 10.658 eV
SMILES string ... C/N=C/OCCO
Spin multiplicity ... 1
Energy relative to the best compared isomer or geometry (same formula, charge and spin) ... 180.70 kJ/mol


# 4
The following is a quantum chemistry calculation of an isolated molecule of C4H9NO2 at a distorted geometry, from the Open Molecules 2025 dataset.

Element x y z (Å)
O -2.208 -1.241 2.224
C -1.308 -1.127 1.324
N -0.423 -0.108 1.071
C 1.055 -0.152 0.532
C 1.451 1.078 -0.245
C 1.206 0.976 -1.853
O -0.089 0.413 -2.379
H -1.278 -1.883 0.609
H -0.995 0.662 0.695
H 0.945 -1.020 -0.091
H 1.783 -0.338 1.299
H 0.832 1.840 0.144
H 2.580 1.248 -0.045
H 1.992 0.315 -2.255
H 0.975 2.160 -2.151
H 0.084 -0.255 -3.010

Cartesian forces (eV/Å) of the 6 atoms listed first:
O 3.5 1.5 -3.3
C -2.7 -0.7 3.5
N 0.9 2.8 0.4
C -3.1 -1.3 -0.2
C 0.6 -1.5 -1.8
C -2.3 2.3 0.3

Computed properties:
Gap between HOMO and LUMO ... 10.053 eV
SMILES string ... O=CNCCCO
Spin multiplicity ... 1
Energy relative to the best compared isomer or geometry (same formula, charge and spin) ... 376.14 kJ/mol


# 5
The following is a quantum chemistry calculation of an isolated molecule of C4H9NO2, from the Open Molecules 2025 dataset.

Element x y z (Å)
C 0.983 -0.427 -1.526
C 0.429 0.099 -0.207
C -0.616 1.205 -0.432
O -0.751 2.084 0.650
N -0.107 -1.041 0.547
C -0.490 -0.987 1.838
O -0.548 0.029 2.516
H 1.702 -1.237 -1.360
H 1.495 0.373 -2.067
H 0.175 -0.804 -2.165
H 1.237 0.542 0.388
H -0.295 1.813 -1.287
H -1.571 0.724 -0.710
H -0.767 1.545 1.463
H -0.117 -1.945 0.097
H -0.759 -1.974 2.253

Cartesian forces (eV/Å) of the 6 atoms listed first:
C 0.0 0.0 -0.1
C 0.1 0.1 0.0
C 0.1 -0.2 -0.3
O -0.1 0.0 0.2
N 0.0 0.0 0.1
C 0.0 0.1 0.1

Computed properties:
Gap between HOMO and LUMO ... 10.642 eV
SMILES string ... C[C@@H](CO)NC=O
Spin multiplicity ... 1
Energy relative to the best compared isomer or geometry (same formula, charge and spin) ... 75.27 kJ/mol


# 6
The following is a quantum chemistry calculation of an isolated molecule of C4H9NO2, from the Open Molecules 2025 dataset.

Element x y z (Å)
C -1.151 2.281 -0.240
C -0.347 1.071 0.105
C 0.089 -2.060 0.324
O -0.414 -2.361 1.582
N 0.680 0.697 -0.653
C 1.433 -0.409 -0.605
O 1.231 -1.226 0.479
H -0.879 3.172 0.346
H -2.220 2.103 -0.071
H -1.039 2.543 -1.301
H -0.527 0.482 0.994
H -0.707 -1.537 -0.216
H 0.386 -2.961 -0.234
H 0.323 -2.711 2.100
H 0.883 1.299 -1.446
H 2.386 -0.428 -1.115

Cartesian forces (eV/Å) of the 6 atoms listed first:
C 0.0 0.1 0.0
C 0.2 -0.1 0.0
C -0.2 -0.1 -0.3
O 0.2 -0.1 0.1
N -0.2 0.1 0.0
C 0.1 0.0 -0.1

Computed properties:
Gap between HOMO and LUMO ... 7.333 eV
Spin multiplicity ... 1
Energy relative to the best compared isomer or geometry (same formula, charge and spin) ... 373.96 kJ/mol


gap between HOMO and LUMO of number 1 (C4H9NO2)?
10.274 eV


Look up the energy relative to the best compared isomer or geometry (same formula, charge and spin) of the second one.
273.41 kJ/mol


What is the formula in the sixth record?
C4H9NO2